This record from the Open Molecules 2025 dataset describes 13 unconnected molecules or ions with the total composition C40H58N10O16S3 in a non-equilibrium geometry. The level of theory is wB97M-V/def2-TZVPD.

Last column: Mulliken charge in e.
Geometry (Å):
C: -0.260 0.014 -4.053  -0.04
N: -0.470 0.232 -5.496  1.12
O: -1.582 0.261 -5.959  -0.61
O: 0.534 0.347 -6.178  -0.63
H: -0.768 0.793 -3.484  -0.22
H: 0.800 -0.028 -3.859  0.13
H: -0.770 -0.898 -3.743  0.20
C: 3.708 -1.513 2.836  -0.89
N: 2.500 -0.929 3.474  0.99
O: 1.723 -1.667 4.048  -0.63
O: 2.435 0.282 3.422  -0.57
H: 3.978 -0.924 1.969  0.18
H: 3.524 -2.563 2.623  0.30
H: 4.461 -1.559 3.624  0.42
C: -1.486 4.390 -2.092  0.17
C: -2.951 4.768 -2.298  -0.54
O: -3.663 3.953 -1.347  -0.35
S: -2.758 3.718 -0.010  0.67
O: -2.828 2.348 0.417  -0.03
O: -2.874 4.738 0.979  -0.68
O: -1.350 3.983 -0.749  -0.10
H: -0.885 5.267 -2.315  0.17
H: -1.219 3.554 -2.737  0.03
H: -3.273 4.657 -3.331  0.35
H: -3.244 5.773 -1.977  0.33
C: -0.393 0.424 0.449  1.44
C: 0.928 1.161 0.120  1.83
O: 1.801 0.158 -0.380  -0.02
S: 1.175 -1.343 -0.387  0.73
O: 2.103 -2.273 0.182  -0.38
O: 0.575 -1.613 -1.656  -0.51
O: 0.063 -0.879 0.737  -0.02
H: -1.061 0.522 -0.406  -0.86
H: -0.863 0.811 1.352  -0.92
H: 1.445 1.638 0.956  -1.37
H: 0.757 1.953 -0.614  -0.11
C: -1.153 -1.822 3.568  0.46
C: -0.643 -3.158 2.977  0.29
O: -1.743 -4.035 3.039  -0.36
S: -3.094 -3.407 3.712  1.11
O: -3.169 -3.732 5.113  -0.62
O: -4.234 -3.646 2.869  -0.50
O: -2.564 -1.884 3.462  -0.10
H: -0.807 -0.870 3.179  -0.74
H: -0.844 -1.778 4.618  0.31
H: 0.228 -3.500 3.529  0.56
H: -0.323 -2.984 1.950  -0.20
N: -3.058 -1.899 -2.267  0.38
C: -3.363 -1.427 -3.515  -0.99
C: -3.735 -0.108 -3.368  -0.78
C: -3.493 0.258 -2.027  -0.53
C: -3.061 -0.849 -1.375  -0.10
H: -2.758 -2.853 -2.142  0.18
H: -3.274 -2.023 -4.407  0.41
H: -3.906 0.562 -4.197  0.46
H: -3.649 1.252 -1.646  0.65
H: -2.893 -1.039 -0.328  0.41
N: 1.632 3.403 -4.643  0.01
C: 1.510 4.362 -3.689  -1.08
C: 2.107 3.867 -2.521  -0.45
C: 2.517 2.563 -2.828  -0.10
C: 2.227 2.288 -4.144  -1.28
H: 1.119 3.384 -5.509  0.29
H: 1.074 5.299 -3.993  0.54
H: 2.208 4.406 -1.595  0.57
H: 2.962 1.821 -2.179  0.90
H: 2.304 1.339 -4.642  0.71
N: -3.590 -4.358 -0.202  0.28
C: -2.556 -3.541 0.124  -0.88
C: -1.449 -4.000 -0.533  0.79
C: -1.777 -5.218 -1.208  -1.03
C: -3.126 -5.426 -0.902  -0.76
H: -4.483 -4.354 0.260  0.26
H: -2.659 -2.803 0.899  0.21
H: -0.442 -3.623 -0.609  0.07
H: -1.170 -5.908 -1.764  0.47
H: -3.767 -6.253 -1.163  0.47
N: 0.267 2.149 3.505  0.62
C: -0.445 1.418 4.446  -0.83
C: -1.724 1.880 4.513  -0.68
C: -1.836 2.992 3.630  -0.99
C: -0.613 3.071 3.016  -0.48
H: 1.263 2.045 3.467  0.20
H: 0.079 0.697 5.054  0.63
H: -2.475 1.529 5.204  0.46
H: -2.717 3.608 3.573  0.61
H: -0.241 3.757 2.271  0.59
N: 3.393 3.742 3.614  0.06
C: 3.213 3.267 2.337  -1.47
C: 2.418 4.190 1.697  0.09
C: 2.156 5.246 2.618  -1.07
C: 2.625 4.855 3.844  -0.49
H: 3.880 3.231 4.330  0.26
H: 3.655 2.337 2.026  0.87
H: 2.045 4.133 0.686  0.85
H: 1.523 6.110 2.485  0.45
H: 2.509 5.406 4.761  0.43
N: 6.374 -1.772 0.562  0.08
C: 6.743 -0.505 0.238  -0.67
C: 5.793 -0.003 -0.624  -1.13
C: 4.791 -1.022 -0.776  0.81
C: 5.174 -2.094 -0.011  -1.32
H: 6.950 -2.400 1.092  0.20
H: 7.725 -0.135 0.482  0.44
H: 5.833 0.942 -1.139  0.49
H: 3.984 -0.915 -1.479  0.46
H: 4.693 -3.055 0.047  0.66
N: -5.357 1.348 2.450  0.13
C: -6.674 1.190 2.085  -0.72
C: -6.768 -0.079 1.542  -1.00
C: -5.521 -0.701 1.592  -0.06
C: -4.658 0.225 2.144  -0.52
H: -4.960 2.204 2.788  0.21
H: -7.379 1.997 2.175  0.43
H: -7.665 -0.474 1.089  0.39
H: -5.332 -1.716 1.287  0.56
H: -3.584 0.200 2.227  0.54
N: 3.789 -5.561 -2.370  0.04
C: 3.164 -4.375 -2.123  -1.05
C: 3.508 -3.491 -3.132  0.33
C: 4.250 -4.259 -4.059  -1.00
C: 4.387 -5.543 -3.601  -0.54
H: 3.813 -6.382 -1.794  0.19
H: 2.433 -4.308 -1.335  0.70
H: 3.119 -2.521 -3.388  0.56
H: 4.629 -3.922 -5.014  0.39
H: 4.854 -6.401 -4.051  0.41

Output
**Lowest unoccupied orbital energy**: -0.0185 Eh
**HOMO-LUMO gap**: 7.094 eV
**DFT total energy**: -4504.6075 a.u.
**Strongest force on any atom**: 2.640 eV Å⁻¹